Entry 1:
Here is 3 unconnected molecules or ions with the total composition C4H13NO2 from the OMol25 dataset. Energies are from ωB97M-V/def2-TZVPD.

Element x y z (Å)
C (1.3114, 0.9564, -0.6204)
C (2.1887, -0.1273, 0.1144)
C (1.4078, -1.3206, 0.5957)
C (0.3959, -1.8044, -0.1388)
N (1.7356, -1.7060, 1.9053)
H (0.2223, 0.8906, -0.4488)
H (1.5036, 1.0207, -1.7460)
H (1.6763, 2.0320, -0.2688)
H (2.7332, 0.3936, 1.0262)
H (2.8536, -0.6419, -0.6284)
H (0.4213, -1.4000, -1.1667)
H (-0.1852, -2.6966, 0.1320)
H (2.3790, -1.1566, 2.4568)
H (0.9980, -2.1875, 2.3838)
H (-3.5720, -1.1979, -0.2770)
H (-2.9023, 0.1495, -0.3806)
O (-3.8280, -0.2637, -0.3624)
H (-2.7009, 2.3929, -0.6140)
H (-3.1856, 3.7788, -0.9847)
O (-3.4525, 2.8880, -0.9775)

Force components x, y, z for each atom (eV/Å):
1.56 2.19 -0.38
0.45 0.58 0.01
-0.78 0.80 1.44
1.01 -0.47 -0.57
-0.11 -0.52 -0.71
0.58 -0.06 0.05
-0.36 -0.48 1.41
-0.90 -2.12 -0.55
-0.72 -1.27 -2.03
0.29 1.19 0.74
-0.77 -0.45 0.64
0.20 0.60 -0.20
-0.48 0.05 -0.23
0.09 -0.06 0.36
-0.26 0.16 0.00
-1.46 -0.26 0.02
1.68 0.04 0.01
0.15 -0.06 0.03
0.74 1.82 0.04
-0.91 -1.67 -0.10

Summary:
⟨S²⟩ = 0.75
spin multiplicity = 2
gap between HOMO and LUMO (spin up / spin down) = 0.1041 / 0.3177 Eh
energy above the lowest of the compared OMol25 structures with the same formula, charge and spin = 119.6 kJ/mol
molar mass = 107.2 g mol⁻¹
lowest unoccupied orbital energy (spin up / spin down) = 3.67 / 3.54 eV
net charge = -1
total energy = -9941.558 eV

Entry 2:
Here is 2 unconnected molecules or ions with the total composition C4H13NO2 from the OMol25 dataset. Energies are from ωB97M-V/def2-TZVPD.

Element x y z (Å)
C (0.6926, 2.0824, -0.1425)
N (-0.2913, 1.5688, 0.8208)
C (-1.1654, 0.5423, 0.2431)
C (-1.0319, -0.8544, 0.8615)
C (0.3448, -1.4600, 0.8010)
O (1.3009, -0.7131, 1.5912)
H (1.5642, 2.4570, 0.3927)
H (0.2476, 2.8913, -0.7262)
H (1.0224, 1.3085, -0.8465)
H (0.2611, 1.1651, 1.5685)
H (-0.8998, 0.4103, -0.8016)
H (-2.2164, 0.8420, 0.3207)
H (-1.6976, -1.5060, 0.2894)
H (-1.4075, -0.8341, 1.8897)
H (0.3080, -2.4783, 1.1727)
H (0.7334, -1.5113, -0.2210)
H (1.7684, -1.3319, 2.1536)
H (0.1907, -1.6028, -2.9576)
H (0.3328, -0.3144, -3.6151)
O (-0.0571, -0.6614, -2.7943)

Force components x, y, z for each atom (eV/Å):
-0.39 -0.19 -0.06
0.46 0.09 0.23
0.29 -0.35 0.03
-0.27 0.52 0.03
0.62 0.08 -0.07
-0.20 -0.04 0.11
0.00 0.13 0.01
0.11 0.07 -0.05
0.09 0.05 0.02
-0.32 -0.12 -0.06
-0.25 0.15 -0.35
0.03 0.06 -0.11
-0.06 -0.10 0.00
0.13 -0.12 0.11
-0.06 -0.31 0.08
-0.28 0.10 -0.02
0.07 -0.02 -0.03
-0.29 0.04 0.44
-0.08 0.52 -0.14
0.40 -0.57 -0.17

Summary:
⟨S²⟩ = 0.75
spin multiplicity = 2
gap between HOMO and LUMO (spin up / spin down) = 0.0939 / 0.3233 Eh
energy above the lowest of the compared OMol25 structures with the same formula, charge and spin = 55.5 kJ/mol
molar mass = 107.2 g mol⁻¹
lowest unoccupied orbital energy (spin up / spin down) = 3.44 / 3.48 eV
net charge = -1
total energy = -9942.222 eV